{
  "formula": "C2H2N4",
  "method": "the ωB97M-V functional and the def2-TZVPD basis",
  "de_lowest_kj_mol": 415.3,
  "smiles": "N#CC1=NN1N",
  "total_charge": 0,
  "species": ["N", "C", "C", "N", "N", "N", "H", "H"],
  "coordinates": [[-3.1262, 0.5325, -3.2068], [-2.3274, 0.5926, -2.3690], [-1.5485, 0.9885, -1.2464], [-1.7326, 1.1801, -0.0489], [-0.3754, 1.3619, -0.4789], [0.3364, 0.1720, -0.1146], [-0.2545, -0.3535, 0.5545], [1.2786, 0.3929, 0.2280]],
  "nbo_charge": [-0.204, 0.202, 0.233, -0.167, -0.104, -0.699, 0.359, 0.379]
}

---

{
  "formula": "C2H2N4",
  "method": "the ωB97M-V functional and the def2-TZVPD basis",
  "de_lowest_kj_mol": 94.2,
  "total_charge": 2,
  "species": ["C", "C", "N", "N", "N", "N", "H", "H"],
  "coordinates": [[2.9147, 0.2821, -0.1493], [-3.0091, 0.1474, -0.0054], [0.6596, -0.4400, 0.0853], [-0.3588, -0.8046, 0.3984], [1.7916, -0.0113, -0.1430], [-1.9449, -0.1179, -0.3223], [3.9743, 0.5393, -0.1024], [-4.0274, 0.4049, 0.2387]],
  "nbo_charge": [0.679, 0.386, 0.156, 0.521, -0.091, -0.338, 0.377, 0.309]
}

---

{
  "formula": "C2H2N4O2",
  "method": "the ωB97M-V functional and the def2-TZVPD basis",
  "de_lowest_kj_mol": 813.4,
  "total_charge": 0,
  "species": ["C", "C", "H", "H", "N", "N", "N", "N", "O", "O"],
  "coordinates": [[1.8646, 0.9489, 0.2473], [-0.9816, -1.2937, 0.0177], [3.0005, 0.6096, -0.0325], [1.3025, 2.0700, 0.9595], [1.2595, -0.2024, -0.4598], [-0.1989, -0.1016, -0.0694], [-1.1563, 0.9225, -0.2517], [-2.3091, 0.4585, -0.3629], [-2.1742, -0.9533, -0.1635], [-0.6071, -2.4587, 0.1153]],
  "nbo_charge": [-0.124, 0.818, 0.243, 0.288, -0.191, -0.232, -0.008, 0.123, -0.327, -0.590]
}

---

| no. | highest occupied orbital energy (eV) | gap between HOMO and LUMO (eV) | energy (a.u.) |
| --- | --- | --- | --- |
| 1 | -9.86 | 9.36 | -296.266709 |
| 2 | -21.71 | 8.49 | -295.398536 |
| 3 | -10.23 | 9.24 | -446.662906 |